# 1
The following is a DFT calculation (ωB97M-V with the def2-TZVPD basis set) of a 2-piece molecular cluster, C3H5P overall.

Last column: Mulliken charge in e.
Element x y z (Å)
C -2.288997 -0.738414 -0.747021  0.300
C -1.244574 -0.824636 -0.152312  -0.709
C 1.484264 0.158192 0.012987  -0.884
P 0.317996 -1.125684 0.606529  -0.067
H -3.197420 -0.607964 -1.133633  0.473
H 1.828801 0.667120 0.857835  0.301
H 0.842776 0.792922 -0.545942  0.295
H 2.356493 -0.219859 -0.688202  0.279
H -0.099336 1.898323 1.789759  0.012

Force components x, y, z for each atom (eV/Å):
C 2.40 -0.24 1.39
C 1.43 0.22 -0.15
C 0.45 -1.59 -2.60
P -0.29 -1.06 0.68
H -2.98 0.34 -1.41
H 0.93 0.73 1.16
H -0.10 1.03 -0.73
H -1.77 0.58 1.60
H -0.08 -0.01 0.06

Summary:
* DFT total energy: -458.4311 Eh
* frontier orbital gap (alpha / beta): 0.3036 / 0.2820 hartree
* E_LUMO (alpha / beta): -0.0405 / -0.0132 Ha

---

# 2
The following is a DFT calculation (ωB97M-V with the def2-TZVPD basis set) of a 2-piece molecular cluster, C3H5P overall.

Last column: Mulliken charge in e.
Element x y z (Å)
C -1.213956 -0.000467 -0.448820  -0.208
C -2.063561 0.730163 -0.916876  0.003
C -0.061101 -0.694183 0.097522  -1.004
P 2.817957 1.221574 1.487241  0.056
H -2.740630 1.317539 -1.396993  0.424
H 2.449833 0.062250 0.840788  -0.027
H 0.680785 -0.398392 -0.721842  0.201
H -0.223779 -1.680236 -0.070327  0.302
H 0.354452 -0.558249 1.129308  0.251

Force components x, y, z for each atom (eV/Å):
C -1.57 2.01 0.50
C 2.55 -2.37 1.40
C 1.65 2.47 -1.37
P 0.30 0.83 0.46
H -1.51 1.18 -0.91
H -0.10 -0.75 -0.42
H -0.13 -0.51 1.53
H -0.28 -3.31 -0.19
H -0.90 0.46 -1.01

Summary:
* DFT total energy: -458.4574 Eh
* frontier orbital gap (alpha / beta): 0.2715 / 0.2724 hartree
* E_LUMO (alpha / beta): -0.0576 / -0.0575 Ha

---

# 3
The following is a DFT calculation (ωB97M-V with the def2-TZVPD basis set) of C3H5PS as an isolated structure.

Last column: Mulliken charge in e.
Element x y z (Å)
C 0.609455 -0.013642 -0.320748  -0.249
C -0.615341 -2.092826 0.178014  -0.649
C 0.684359 -1.281554 0.117189  0.131
P -0.842433 0.997488 -0.643503  -0.040
S -1.909575 -3.817667 0.912947  -0.235
H 1.636384 0.592301 -0.316988  0.271
H -1.530162 -1.857246 -0.444867  0.344
H 1.576158 -1.809622 0.567069  0.305
H -0.273234 2.192315 -0.205694  0.056
H -1.582359 0.540681 0.359733  0.066

Force components x, y, z for each atom (eV/Å):
C 2.91 1.48 0.75
C -2.47 -2.20 0.29
C -2.16 -3.11 1.07
P 0.98 -0.07 -2.67
S 3.57 3.66 -1.21
H -2.25 -1.39 -0.18
H 1.60 0.63 0.46
H -0.93 0.98 -0.89
H -0.15 0.15 0.55
H -1.10 -0.14 1.83

Summary:
* DFT total energy: -856.6080 Eh
* frontier orbital gap (alpha / beta): 0.2320 / 0.2326 hartree
* E_LUMO (alpha / beta): -0.0769 / -0.0765 Ha

---

# 4
The following is a DFT calculation (ωB97M-V with the def2-TZVPD basis set) of C3H6BiO3 as an isolated structure.

Last column: Mulliken charge in e.
Element x y z (Å)
C -1.688644 -0.139450 -0.735238  -0.542
O -0.358010 0.127026 -0.257948  -0.364
C 0.087719 -0.349740 0.919181  -0.058
C 1.242652 -1.178703 0.743407  0.275
O 1.958627 -0.968357 -0.284350  -0.493
H -1.691476 0.135340 -1.792886  0.277
H -1.893198 -1.207945 -0.612013  0.371
H -2.367215 0.507957 -0.170054  0.312
H -0.653266 -0.496678 1.706048  0.479
H 1.430827 -2.016201 1.423734  0.440
Bi 1.493002 0.730488 -1.276645  1.600
O 1.581925 2.168392 -0.006005  -0.670
H 0.857051 2.687870 0.342769  0.374

Force components x, y, z for each atom (eV/Å):
C -1.89 -0.04 -0.28
O 1.04 0.57 0.64
C -1.25 -1.99 0.34
C 0.08 0.27 0.44
O 0.59 -2.19 2.26
H -0.06 -0.06 0.20
H -0.05 0.30 -0.01
H -0.03 -0.31 -0.18
H 0.27 0.23 0.06
H 0.34 0.23 -0.01
Bi 0.64 2.27 -4.82
O 0.64 0.30 1.05
H -0.31 0.42 0.30

Summary:
* 2S+1: 2
* DFT total energy: -557.4245 Eh
* frontier orbital gap (alpha / beta): 0.3497 / 0.3186 hartree
* net charge: +2
* E_LUMO (alpha / beta): -0.3838 / -0.4484 Ha
* ⟨S²⟩: 0.754

---

# 5
The following is a DFT calculation (ωB97M-V with the def2-TZVPD basis set) of C3H6Br2O as an isolated structure.

Last column: Mulliken charge in e.
Element x y z (Å)
C -0.664331 -0.293869 1.137225  -0.933
C 0.620165 0.629185 1.236970  -0.236
C -0.604551 -0.550105 -2.259272  -0.084
O 1.059262 1.082145 -0.090649  -0.497
Br 0.535141 -2.068288 -2.054417  0.011
Br -0.527329 0.246717 -3.910062  0.033
H -1.481546 0.169372 0.670771  0.384
H -0.282902 -1.025750 0.508099  0.168
H -0.764311 -0.745861 2.135439  0.330
H 1.436710 -0.072314 1.426999  0.268
H 0.456797 1.493210 1.885919  0.273
H 0.216894 1.135557 -0.687020  0.282

Force components x, y, z for each atom (eV/Å):
C 3.03 1.17 1.79
C -0.86 -0.82 -1.96
C 0.18 -0.50 0.81
O -2.92 0.19 -0.99
Br -0.36 0.58 -0.46
Br 0.24 -0.09 -0.48
H -1.37 0.67 -0.08
H 0.11 -1.76 -1.25
H -0.73 0.30 -0.36
H -0.02 0.56 1.18
H 0.47 -0.27 0.15
H 2.22 -0.04 1.64

Summary:
* DFT total energy: -5341.0227 Eh
* frontier orbital gap: 0.2924 hartree
* E_LUMO: -0.0562 Ha

---

# 6
The following is a DFT calculation (ωB97M-V with the def2-TZVPD basis set) of a 3-piece molecular cluster, C3H6Br3P overall.

Last column: Mulliken charge in e.
Element x y z (Å)
C -0.912939 0.050081 0.960773  -0.848
C -0.563492 -0.166403 -1.458760  -0.699
C -0.755855 0.617493 -0.433000  -0.011
P 2.510373 0.601341 -0.206337  0.359
Br -3.025031 -2.827162 0.291217  0.013
Br 3.864272 2.332538 0.475778  -0.225
Br 3.399134 -1.173185 0.794798  -0.134
H -0.638043 -1.066838 0.997234  0.259
H -0.155686 0.777754 1.362319  0.247
H -1.784752 0.260933 1.662465  0.272
H -0.417574 0.237751 -2.517070  0.233
H -0.448708 -1.278870 -1.410561  0.204
H -1.071695 1.634573 -0.518858  0.330

Force components x, y, z for each atom (eV/Å):
C 1.12 0.44 0.94
C 1.00 -0.87 -3.25
C -2.91 -1.28 1.16
P 0.88 0.55 0.45
Br 0.02 0.03 -0.02
Br -0.57 -0.87 -0.27
Br -0.14 0.36 -0.15
H -0.11 1.87 0.21
H 0.09 -1.45 0.99
H 0.52 -0.21 -1.64
H -0.34 -0.45 1.58
H -0.05 1.11 0.32
H 0.49 0.75 -0.31

Summary:
* DFT total energy: -8181.2095 Eh
* frontier orbital gap (alpha / beta): 0.2942 / 0.1762 hartree
* E_LUMO (alpha / beta): -0.0614 / -0.1379 Ha

---

# 7
The following is a DFT calculation (ωB97M-V with the def2-TZVPD basis set) of a 2-piece molecular cluster, C3H6BrClOS overall.

Last column: Mulliken charge in e.
Element x y z (Å)
C 2.141217 1.524529 -0.679277  -0.017
C -1.601897 -0.252956 1.425415  -0.364
C -0.332939 -0.883048 -0.891173  -0.548
O 1.539640 1.290564 -1.683374  -0.385
S -1.252541 0.486226 -0.176269  0.005
Cl -0.138562 -0.373075 2.458000  -0.188
Br -1.452983 -2.429188 -1.311740  -0.158
H 2.081993 0.875758 0.212489  0.142
H 0.426941 -1.217669 -0.193012  0.351
H 2.790066 2.403958 -0.560524  0.266
H -1.987511 -1.262781 1.279858  0.253
H -2.321076 0.373617 1.939541  0.307
H 0.107651 -0.535933 -1.819934  0.336

Force components x, y, z for each atom (eV/Å):
C 0.21 -0.01 0.61
C 0.16 0.00 -0.42
C -0.35 0.24 0.00
O -0.05 0.05 -0.49
S 0.01 -0.28 0.12
Cl -0.03 -0.07 0.09
Br 0.09 -0.02 0.04
H -0.10 -0.10 -0.01
H 0.05 -0.08 -0.06
H 0.07 0.18 -0.16
H 0.01 0.14 0.13
H -0.04 0.00 0.01
H -0.04 -0.05 0.13

Summary:
* DFT total energy: -3625.5078 Eh
* frontier orbital gap: 0.3628 hartree
* E_LUMO: 0.0199 Ha
* SMILES string: ClCSCBr.C=O

---

# 8
The following is a DFT calculation (ωB97M-V with the def2-TZVPD basis set) of a 2-piece molecular cluster, C3H6BrI overall.

Last column: Mulliken charge in e.
Element x y z (Å)
C 0.101731 0.850658 -0.812809  -0.705
C -1.071550 0.695065 1.429497  -1.161
C 0.057640 0.614637 0.520327  0.530
Br 1.638138 -0.258015 1.356441  -0.210
I 1.926545 -2.490214 -1.994750  -0.068
H -0.733390 1.224226 -1.328030  0.248
H 0.980611 0.766382 -1.584133  0.234
H 1.049939 -3.503257 -2.726038  0.076
H -1.286936 -0.296284 1.754296  0.320
H -1.856493 1.276166 1.022222  0.358
H -0.806236 1.120635 2.362978  0.377

Force components x, y, z for each atom (eV/Å):
C 2.43 -0.40 0.37
C 0.53 -0.10 0.50
C 2.15 -0.60 -2.63
Br -0.81 0.67 -0.49
I 1.09 1.26 0.97
H -1.40 0.54 -0.17
H -1.41 -0.20 2.26
H -1.09 -1.30 -0.97
H -0.95 -0.96 -0.20
H -1.09 0.14 -0.50
H 0.56 0.95 0.86

Summary:
* DFT total energy: -2989.5625 Eh
* frontier orbital gap: 0.3695 hartree
* E_LUMO: 0.0238 Ha
* SMILES string: C=C(C)Br.I

---

# 9
The following is a DFT calculation (ωB97M-V with the def2-TZVPD basis set) of C3H6BrIO as an isolated structure.

Last column: Mulliken charge in e.
Element x y z (Å)
C 0.229202 1.052854 -0.645982  -0.674
C 0.711512 0.500046 0.646331  -0.781
C -1.717810 -2.142502 0.687488  0.105
O -1.046015 -3.284959 0.784121  -0.373
Br -2.202790 -1.505205 -1.008756  -0.107
I -3.325211 -1.593394 2.158636  0.020
H 0.943751 1.626853 -1.072950  0.384
H -0.139357 0.192728 -1.256292  0.093
H -0.489449 1.785588 -0.433321  0.287
H 1.360370 -0.306530 0.514993  0.373
H 0.047633 0.552619 1.508826  0.338
H -1.076303 -3.730347 -0.065561  0.335

Force components x, y, z for each atom (eV/Å):
C -1.36 -2.15 1.72
C -1.36 0.54 -0.12
C -0.52 1.03 1.24
O -0.64 0.40 0.18
Br -0.05 -0.39 -0.44
I 0.99 -0.66 -0.60
H 2.73 1.20 -2.05
H 0.27 1.10 -0.02
H -1.81 0.65 0.02
H 1.17 -1.17 0.50
H 0.46 -0.08 -0.03
H 0.12 -0.47 -0.39

Summary:
* DFT total energy: -3064.6848 Eh
* frontier orbital gap (alpha / beta): 0.2722 / 0.2870 hartree
* E_LUMO (alpha / beta): -0.0267 / -0.0090 Ha

---

# 10
The following is a DFT calculation (ωB97M-V with the def2-TZVPD basis set) of one molecule with the formula C3H6BrNO2.

Last column: Mulliken charge in e.
Element x y z (Å)
C 0.515703 -0.359429 1.223965  -1.209
C 0.420814 -0.479378 -1.302940  -1.160
C -0.349533 -0.189071 -0.060811  0.521
N -0.785351 1.257792 0.052546  0.851
O -1.491959 1.569041 1.008125  -0.517
O -0.211020 2.074248 -0.612231  -0.560
Br -2.031349 -1.230426 0.262679  -0.107
H -0.095830 0.077225 2.090709  0.387
H 1.305754 0.421721 1.043056  0.314
H 0.727314 -1.456773 1.210729  0.422
H -0.154902 -0.671547 -2.188814  0.405
H 1.166277 -1.331330 -1.031554  0.265
H 0.984084 0.317923 -1.695462  0.386

Force components x, y, z for each atom (eV/Å):
C -1.24 1.34 -0.46
C 0.91 -2.42 0.24
C -0.91 0.01 1.51
N -0.34 1.04 2.00
O 0.02 -0.57 -0.99
O 0.33 0.30 -1.25
Br 0.86 0.12 -0.69
H 0.94 -1.39 -1.05
H 0.14 -1.46 0.41
H 0.51 1.23 0.72
H -0.73 -0.90 -0.06
H -1.47 1.28 -0.88
H 1.01 1.44 0.49

Summary:
* DFT total energy: -2897.0362 Eh
* frontier orbital gap: 0.3805 hartree
* E_LUMO: -0.0064 Ha
* SMILES string: CC(C)(Br)[N+](=O)[O-]